[1]
ORCA calculation (wB97M-V/def2-TZVPD) on the molecule C22H17ClF3N5O.

Output
SMILES: NC1=N[C@H](c2cccc(Oc3cccc(C(F)(F)F)c3)c2)N(c2cccc(Cl)c2)C(N)=N1
HOMO energy: -8.159 eV
LUMO level: 0.01661 Eh

The geometry in ORCA input format:
```
! RIJCOSX wB97M-V def2-TZVPD def2/J DEFGRID3
* xyz 0 1
N -3.492 1.284 2.832
C -2.237 0.864 2.653
N -1.385 1.815 2.523
C -0.012 1.422 2.267
C 0.366 2.031 0.943
C 1.303 3.067 0.941
C 1.783 3.557 -0.288
C 1.326 3.027 -1.480
C 0.409 1.975 -1.503
O 0.030 1.566 -2.733
C -0.409 0.268 -2.876
C 0.438 -0.809 -2.673
C -0.025 -2.119 -2.808
C -1.343 -2.368 -3.140
C -2.215 -1.281 -3.375
C -3.703 -1.441 -3.646
F -4.045 -2.708 -3.950
F -4.032 -0.623 -4.680
F -4.405 -1.000 -2.574
C -1.724 0.042 -3.221
C -0.127 1.504 -0.286
N 0.191 -0.023 2.241
C 1.469 -0.495 1.930
C 2.561 -0.155 2.710
C 3.838 -0.617 2.426
C 4.031 -1.465 1.315
C 2.930 -1.844 0.554
Cl 3.163 -2.788 -0.891
C 1.661 -1.315 0.816
C -0.895 -0.847 2.338
N -0.828 -2.199 2.318
N -2.065 -0.443 2.571
H -3.555 2.270 2.602
H -4.142 0.648 2.440
H 0.568 1.862 3.077
H 1.684 3.395 1.903
H 2.522 4.338 -0.301
H 1.683 3.432 -2.422
H 1.456 -0.667 -2.391
H 0.628 -2.968 -2.579
H -1.636 -3.407 -3.192
H -2.396 0.906 -3.319
H -0.878 0.736 -0.206
H 2.378 0.401 3.628
H 4.713 -0.266 3.017
H 5.039 -1.826 1.092
H 0.879 -1.578 0.109
H 0.119 -2.515 2.493
H -1.620 -2.645 2.798
*
```

[2]
ORCA calculation (wB97M-V/def2-TZVPD) on a structure of composition C22H17IrN5O9.

Output
HOMO energy (spin up / spin down): -13.121 / -15.015 eV
LUMO level (spin up / spin down): -0.26700 / -0.33224 Eh
<S²>: 8.81

The geometry in ORCA input format:
```
! RIJCOSX wB97M-V def2-TZVPD def2/J DEFGRID3
* xyz 2 6
Ir -0.573 -0.230 0.326
O 2.425 -1.757 2.960
C 1.613 -2.268 1.903
O 2.073 -2.593 0.830
C 0.180 -2.171 2.431
C -0.170 -2.565 3.725
C -1.524 -2.830 4.088
C -2.444 -2.714 3.025
C -2.070 -2.322 1.717
N -0.816 -1.937 1.506
C -2.864 -1.945 0.539
O -4.048 -2.652 0.324
O -2.436 -1.116 -0.302
H 3.315 -1.771 2.515
H 0.679 -2.737 4.362
H -1.812 -3.007 5.089
H -3.467 -2.903 3.220
H -4.110 -3.459 0.869
O -0.568 1.678 -0.874
C -0.970 1.885 -2.143
C -1.263 3.256 -2.411
C -1.620 3.564 -3.724
C -1.809 2.585 -4.698
C -1.477 1.242 -4.432
C -0.929 0.867 -3.178
C -0.626 -0.489 -2.795
N -0.088 -0.884 -1.588
C 0.335 -2.240 -1.833
C -0.141 -2.668 -3.015
N -0.661 -1.590 -3.656
H -1.145 3.922 -1.577
H -1.840 4.635 -3.963
H -2.160 2.849 -5.729
H -1.607 0.624 -5.329
H 0.898 -2.762 -1.052
H -0.067 -3.610 -3.518
H -1.183 -1.533 -4.528
C 2.918 0.274 -1.059
C 2.302 0.756 0.201
N 1.162 0.533 0.894
C 1.091 1.449 1.925
C 2.199 2.278 1.858
N 2.935 1.787 0.839
C 2.608 3.536 2.497
O 1.729 4.038 3.379
O 3.635 4.136 2.194
C -0.247 1.585 2.542
O -0.447 2.430 3.376
O -1.113 0.745 2.013
H 2.472 -0.586 -1.511
H 3.982 0.033 -0.808
H 2.961 1.119 -1.781
H 3.893 2.083 0.727
H 0.890 3.447 3.628
*
```

[3]
ORCA calculation (wB97M-V/def2-TZVPD) on a structure of composition C22H17N7O4RhS.

Output
HOMO energy (spin up / spin down): -9.298 / -11.485 eV
LUMO level (spin up / spin down): -0.12279 / -0.20582 Eh
<S²>: 6.06

The geometry in ORCA input format:
```
! RIJCOSX wB97M-V def2-TZVPD def2/J DEFGRID3
* xyz 1 5
Rh -0.175 0.643 -0.282
O 0.798 0.207 3.689
C 0.720 0.310 2.490
N -0.421 0.529 1.762
C -1.648 0.716 2.367
O -1.824 1.306 3.411
C -2.772 0.115 1.641
C -3.997 -0.173 2.249
C -4.838 -0.798 1.384
C -4.897 -0.235 -0.948
C -4.147 0.807 -1.345
N -2.951 0.822 -0.707
C 1.889 0.108 1.566
C 3.196 -0.062 2.001
C 4.198 -0.197 1.052
C 3.864 -0.167 -0.298
C 2.535 -0.023 -0.652
N 1.579 0.108 0.265
H -4.202 0.027 3.286
H -5.830 -1.180 1.525
H -5.882 -0.526 -1.254
H -4.395 1.551 -2.080
H 3.392 -0.085 3.063
H 5.226 -0.319 1.354
H 4.620 -0.256 -1.063
H 2.207 -0.002 -1.693
N -6.919 3.822 1.152
C -5.626 3.848 0.755
C -5.298 4.165 -0.574
C -4.000 4.057 -1.011
C -3.002 3.657 -0.131
C -3.290 3.385 1.199
C -4.592 3.490 1.638
S -1.509 3.121 -0.915
O -0.294 3.115 -0.126
O -1.432 3.610 -2.250
N -1.801 1.423 -0.976
C -2.819 -0.358 0.202
N -4.210 -1.008 0.084
C -4.176 -2.446 -0.130
C -2.982 -3.090 -0.342
C -1.776 -2.408 -0.427
N -1.692 -1.084 -0.232
H -7.628 4.195 0.543
H -7.143 3.747 2.128
H -6.072 4.482 -1.255
H -3.722 4.283 -2.028
H -2.504 3.112 1.884
H -4.828 3.287 2.671
H -5.133 -2.927 -0.078
H -2.996 -4.156 -0.488
H -0.858 -2.911 -0.673
*
```

[4]
ORCA calculation (wB97M-V/def2-TZVPD) on a structure of composition C22H18BN2O6OsS4.

Output
HOMO energy (spin up / spin down): -4.080 / -4.206 eV
LUMO level (spin up / spin down): 0.06047 / 0.06065 Eh

The geometry in ORCA input format:
```
! RIJCOSX wB97M-V def2-TZVPD def2/J DEFGRID3
* xyz -1 1
Os -0.593 0.426 1.133
C -1.383 -1.158 -2.739
C -0.722 -0.145 -1.831
N -1.416 0.154 -0.684
N -2.711 -0.196 -0.756
C -3.366 -0.429 0.322
S -2.607 -0.378 1.941
S -5.061 -0.813 0.182
C -5.051 -2.468 1.035
C -4.326 -3.451 0.187
C -5.009 -4.319 -0.658
C -4.318 -5.164 -1.508
C -2.934 -5.138 -1.541
C -2.245 -4.285 -0.697
C -2.933 -3.464 0.175
C 0.527 0.408 -2.230
C 0.934 0.250 -3.590
C 2.124 0.719 -4.089
C 3.022 1.374 -3.260
C 2.689 1.521 -1.923
C 1.486 1.080 -1.410
O 1.303 1.167 -0.027
H -2.117 -1.724 -2.170
H -0.644 -1.845 -3.146
H -1.926 -0.686 -3.556
H -6.100 -2.723 1.174
H -4.559 -2.289 1.989
H -6.090 -4.343 -0.638
H -4.860 -5.855 -2.139
H -2.395 -5.781 -2.221
H -1.164 -4.269 -0.703
H -2.384 -2.831 0.857
H 0.264 -0.243 -4.274
H 2.367 0.568 -5.132
H 3.965 1.753 -3.620
H 3.396 1.978 -1.249
O 2.467 3.253 0.636
B 2.119 1.918 0.793
O 2.856 1.324 1.794
C 3.648 2.304 2.298
C 4.614 2.228 3.278
C 5.363 3.372 3.514
C 5.135 4.544 2.809
C 4.152 4.629 1.832
C 3.422 3.487 1.582
H 4.770 1.316 3.829
H 6.138 3.341 4.266
H 5.732 5.417 3.030
H 3.971 5.543 1.290
O -0.852 1.917 4.344
S 0.159 1.941 3.317
O 0.457 0.545 2.846
O 1.363 2.664 3.657
S -0.677 2.853 1.680
*
```

[5]
ORCA calculation (wB97M-V/def2-TZVPD) on a structure of composition C22H18BrIN3O11P2Ta.

Output
HOMO energy: -9.274 eV
LUMO level: -0.04931 Eh

The geometry in ORCA input format:
```
! RIJCOSX wB97M-V def2-TZVPD def2/J DEFGRID3
* xyz 0 1
Ta 0.048 -0.277 -0.069
C -4.468 -0.344 -1.026
C -4.055 -1.029 0.243
N -4.913 -1.834 0.837
C -4.607 -2.372 2.029
C -3.459 -2.077 2.724
C -3.214 -2.633 4.102
O -3.248 -1.627 5.112
C -2.525 -1.238 2.095
C -1.394 -0.685 2.826
N -0.382 -0.106 2.292
C 0.527 0.502 3.225
C 1.106 -0.258 4.235
C 1.975 0.327 5.137
C 2.273 1.678 5.037
C 1.690 2.447 4.042
C 0.818 1.854 3.143
I -0.097 3.010 1.663
C -2.789 -0.772 0.818
O -1.889 -0.060 0.136
H -5.234 -0.933 -1.524
H -3.624 -0.176 -1.690
H -4.886 0.637 -0.789
H -5.343 -3.053 2.443
H -2.219 -3.074 4.161
H -3.944 -3.420 4.310
H -4.120 -1.218 5.107
H -1.474 -0.691 3.912
H 0.889 -1.318 4.276
H 2.435 -0.280 5.904
H 2.965 2.138 5.730
H 1.909 3.502 3.963
O 3.537 -1.405 0.005
P 2.863 -0.793 1.299
O 3.773 -0.257 2.298
O 1.758 0.191 0.755
O 1.985 -2.029 1.821
P 0.962 -3.082 1.153
O 0.246 -3.654 2.458
O 1.618 -4.093 0.333
O -0.142 -2.199 0.511
H 4.432 -1.089 -0.155
H 0.551 -4.548 2.650
N -0.578 2.244 -2.191
C -0.363 1.383 -1.455
Br -1.690 -1.969 -2.526
C -0.418 -3.381 -2.624
C -0.919 -4.665 -2.749
C -0.035 -5.723 -2.891
C 1.332 -5.489 -2.931
C 1.814 -4.200 -2.815
C 0.946 -3.126 -2.645
C 1.581 -1.782 -2.473
O 2.551 -1.437 -3.075
O 1.029 -1.007 -1.515
H -1.987 -4.827 -2.742
H -0.422 -6.729 -2.979
H 2.022 -6.314 -3.044
H 2.876 -3.996 -2.830
*
```

[6]
ORCA calculation (wB97M-V/def2-TZVPD) on a structure of composition C22H18CoFN2OS2.

Output
HOMO energy (spin up / spin down): -4.685 / -4.674 eV
LUMO level (spin up / spin down): 0.10030 / 0.10031 Eh
<S²>: 0.84

The geometry in ORCA input format:
```
! RIJCOSX wB97M-V def2-TZVPD def2/J DEFGRID3
* xyz -1 2
Co 1.814 0.361 -1.664
C -2.411 1.344 -2.321
C -0.948 1.447 -1.967
N -0.218 0.397 -1.825
N -0.909 -0.830 -1.908
C -0.112 -1.829 -2.066
S 1.612 -1.819 -2.323
S -0.864 -3.449 -2.099
C -2.220 -3.226 -0.909
C -1.728 -3.416 0.507
C -1.189 -2.354 1.231
C -0.646 -2.562 2.493
C -0.660 -3.830 3.060
C -1.219 -4.890 2.357
C -1.742 -4.681 1.088
C -0.361 2.785 -1.727
C -1.259 3.816 -1.386
C -0.849 5.099 -1.105
C 0.520 5.390 -1.184
C 1.425 4.414 -1.519
C 1.032 3.081 -1.792
O 1.949 2.216 -2.117
H -2.592 0.453 -2.913
H -2.730 2.230 -2.866
H -3.023 1.258 -1.419
H -2.970 -3.975 -1.165
H -2.643 -2.238 -1.066
H -1.157 -1.370 0.783
H -0.190 -1.732 3.019
H -0.227 -3.992 4.040
H -1.233 -5.883 2.790
H -2.153 -5.516 0.530
H -2.314 3.585 -1.323
H -1.568 5.858 -0.827
H 0.873 6.393 -0.971
H 2.487 4.623 -1.574
F 2.989 0.213 4.280
C 2.769 0.242 2.931
C 3.457 -0.638 2.125
C 3.214 -0.606 0.750
C 2.309 0.283 0.169
C 1.648 1.156 1.042
C 1.863 1.148 2.421
H 4.154 -1.339 2.568
H 3.737 -1.320 0.122
H 0.939 1.875 0.639
H 1.345 1.827 3.089
*
```

Number 1: F_max 2.7 eV/Å, E -53263.698 eV. Number 2: F_max 5.4 eV/Å, E -51787.682 eV. Number 3: F_max 1.9 eV/Å, E -55541.011 eV. Number 4: F_max 3.3 eV/Å, E -84860.335 eV. Number 5: F_max 0.7 eV/Å, E -148382.713 eV. Number 6: F_max 0.8 eV/Å, E -90150.423 eV.